{
  "formula": "C49H45MnN4S4Sb",
  "method": "ωB97M-V with the def2-TZVPD basis set",
  "symbols": ["Mn", "S", "C", "C", "C", "C", "C", "C", "N", "C", "C", "C", "C", "C", "C", "C", "C", "N", "C", "C", "C", "C", "C", "S", "C", "H", "H", "H", "H", "H", "H", "H", "H", "H", "H", "H", "H", "S", "C", "C", "C", "C", "C", "C", "N", "C", "C", "C", "C", "C", "C", "C", "C", "N", "C", "C", "C", "C", "C", "S", "C", "H", "H", "H", "H", "H", "H", "H", "H", "H", "H", "H", "H", "C", "C", "C", "Sb", "C", "C", "C", "C", "C", "C", "H", "H", "H", "H", "H", "H", "H", "H", "H", "H", "H", "H", "H", "H", "H", "H", "H", "H", "H", "H", "H"],
  "xyz": [[0.372998, -0.089000, -0.687397], [7.459598, 1.467300, -0.811597], [7.846898, 3.111700, -0.732797], [6.736698, 3.923900, -0.746497], [5.544498, 3.201000, -0.827497], [5.741198, 1.831700, -0.856197], [4.787998, 0.762100, -0.877497], [3.392598, 0.964700, -1.006497], [2.496798, -0.006900, -1.011897], [2.935998, -1.293700, -0.912097], [4.312598, -1.604200, -0.784297], [4.729198, -2.966100, -0.696997], [3.830198, -3.973500, -0.743997], [2.431598, -3.694800, -0.854297], [1.479598, -4.709400, -0.864697], [0.127898, -4.402600, -1.033397], [-0.213702, -3.035600, -1.144597], [0.653798, -2.035400, -1.051297], [1.981898, -2.349400, -0.938197], [-0.858002, -5.445900, -1.056197], [-2.171102, -5.409200, -1.487297], [-2.816302, -6.643500, -1.379497], [-2.001502, -7.621100, -0.861497], [-0.444002, -7.058300, -0.506997], [5.223598, -0.557200, -0.750297], [8.877298, 3.406800, -0.678097], [6.798898, 4.996400, -0.691597], [4.575098, 3.665000, -0.852297], [3.015298, 1.973500, -1.108797], [5.785698, -3.156000, -0.599497], [4.152198, -5.003200, -0.698497], [1.797398, -5.736600, -0.764097], [-1.249602, -2.764000, -1.304597], [-2.638802, -4.538200, -1.910397], [-3.836202, -6.820600, -1.668997], [-2.240802, -8.652300, -0.686297], [6.271598, -0.778600, -0.621897], [0.533198, -1.325900, 6.588003], [0.529998, -2.961700, 7.020803], [0.510698, -3.800300, 5.932003], [0.501298, -3.108600, 4.720503], [0.506498, -1.732800, 4.880003], [0.480998, -0.695900, 3.892003], [0.474498, -0.979000, 2.503603], [0.442098, -0.056300, 1.563203], [0.436898, 1.254300, 1.932303], [0.450598, 1.648800, 3.294303], [0.447198, 3.042500, 3.610503], [0.442498, 3.983700, 2.638603], [0.427198, 3.621800, 1.255503], [0.421998, 4.558600, 0.226803], [0.449998, 4.142500, -1.108597], [0.409498, 2.750800, -1.343697], [0.357198, 1.835900, -0.386597], [0.408898, 2.245900, 0.911003], [0.504498, 5.085400, -2.187297], [0.531698, 4.852700, -3.551897], [0.581598, 6.026600, -4.305997], [0.598598, 7.156900, -3.526597], [0.551998, 6.808500, -1.868297], [0.456298, 0.651300, 4.264703], [0.542898, -3.234800, 8.058103], [0.500698, -4.871400, 6.018503], [0.489198, -3.604300, 3.767103], [0.491998, -2.008400, 2.168003], [0.456298, 3.322800, 4.652003], [0.446298, 5.032300, 2.889203], [0.399598, 5.612000, 0.460503], [0.420498, 2.377000, -2.361597], [0.518398, 3.873100, -3.996097], [0.602798, 6.050500, -5.380797], [0.637598, 8.178400, -3.854597], [0.439698, 0.925600, 5.309403], [-4.939502, 1.850600, 0.223903], [-3.439002, 1.733900, 0.398003], [-3.070302, 1.631500, 1.869203], [-2.457502, 0.026700, -0.669497], [-2.959802, 0.185000, -2.828997], [-4.281502, 0.864500, -3.120197], [-1.797802, 0.873000, -3.524397], [-3.599702, -1.829900, -0.191997], [-5.083602, -1.606100, 0.002603], [-2.993702, -2.544500, 1.003403], [-5.254502, 2.811200, 0.628703], [-5.464002, 1.077700, 0.774703], [-5.247802, 1.815400, -0.815597], [-2.948402, 2.605600, -0.051897], [-3.524902, 0.750800, 2.320003], [-3.444102, 2.507600, 2.396103], [-1.991402, 1.582300, 2.010403], [-3.010902, -0.858000, -3.153497], [-4.261202, 1.911900, -2.828097], [-5.103802, 0.366400, -2.610997], [-4.488202, 0.823900, -4.189697], [-1.799002, 1.937400, -3.296597], [-1.885902, 0.764600, -4.603397], [-0.834902, 0.431600, -3.206597], [-3.458702, -2.415800, -1.106097], [-5.287702, -1.095500, 0.938703], [-5.579102, -2.574700, 0.039403], [-5.524102, -1.047100, -0.818497], [-3.217202, -2.007100, 1.922603], [-1.909502, -2.653900, 0.923903], [-3.433302, -3.536300, 1.088403]],
  "atomic_forces_ev_per_a": [[0.4, -0.3, 0.6], [-0.8, 0.3, 0.0], [-0.4, 0.3, 0.0], [0.8, 0.0, 0.0], [-0.1, -0.9, 0.0], [0.9, 0.8, 0.0], [-0.2, -0.9, 0.0], [0.2, 0.3, 0.0], [-0.2, -0.7, 0.2], [0.7, 0.0, 0.1], [-0.8, 0.2, -0.1], [-0.2, -0.3, 0.0], [0.3, 0.3, 0.1], [-0.3, 0.6, 0.0], [-0.5, 0.5, -0.1], [0.7, 0.5, 0.1], [-0.4, -0.5, 0.0], [0.4, -0.6, -0.2], [0.2, -0.5, 0.1], [-0.7, -0.9, 0.0], [0.8, 0.2, 0.2], [0.1, -0.7, 0.3], [-0.3, 0.3, -0.2], [-0.3, 0.7, -0.3], [-0.5, 0.5, -0.1], [0.2, 0.1, 0.0], [0.0, 0.1, 0.0], [-0.2, 0.1, 0.0], [-0.1, 0.1, 0.0], [0.1, -0.1, 0.0], [0.0, -0.1, 0.0], [0.1, -0.1, 0.0], [0.0, 0.0, 0.1], [-0.1, 0.2, -0.1], [-0.1, -0.1, -0.1], [-0.1, -0.2, 0.0], [0.1, 0.0, 0.0], [0.0, -0.3, -0.8], [0.0, -0.3, -0.4], [0.0, 0.0, 0.8], [0.0, 0.9, -0.1], [0.0, -0.7, 1.0], [0.0, 0.8, -0.2], [0.0, -0.1, 0.2], [0.1, 0.5, -0.3], [0.1, -0.1, 0.7], [0.0, -0.2, -0.9], [0.0, 0.3, -0.2], [0.0, -0.2, 0.4], [0.0, -0.7, -0.2], [0.0, -0.5, -0.5], [0.0, -0.4, 0.7], [0.0, 0.5, -0.5], [-0.1, 1.2, 0.4], [-0.1, 0.3, 0.2], [0.0, 0.9, -0.8], [0.0, -0.1, 0.9], [0.0, 0.7, 0.0], [0.0, -0.4, -0.2], [0.0, -0.7, -0.2], [0.0, -0.5, -0.4], [0.0, -0.1, 0.2], [0.0, -0.2, 0.0], [0.0, -0.1, -0.2], [0.0, 0.0, 0.0], [0.0, 0.1, 0.1], [0.0, 0.1, 0.1], [0.1, 0.1, 0.1], [-0.1, 0.1, 0.0], [0.0, -0.2, -0.1], [0.0, 0.0, -0.1], [0.0, 0.2, -0.1], [0.0, 0.1, 0.1], [0.0, -0.3, -0.4], [0.7, 0.0, 0.0], [0.2, -0.1, -0.1], [-1.6, 0.0, -0.6], [0.5, -0.1, 0.4], [-0.1, -0.1, 0.2], [0.2, -0.2, 0.1], [0.7, 0.0, 0.1], [0.0, 0.4, -0.2], [0.2, 0.0, -0.1], [0.0, 0.1, 0.1], [-0.1, -0.1, 0.0], [-0.1, 0.0, 0.0], [0.0, -0.2, 0.0], [0.0, -0.1, 0.1], [-0.1, 0.1, 0.1], [-0.1, 0.0, 0.1], [0.1, -0.1, 0.2], [0.0, 0.1, 0.0], [-0.1, 0.1, 0.0], [0.0, 0.0, -0.1], [0.1, 0.1, 0.0], [0.1, 0.0, -0.1], [-0.1, 0.2, -0.3], [0.1, 0.1, 0.0], [-0.1, 0.1, 0.1], [0.0, -0.1, 0.0], [-0.2, 0.1, 0.0], [0.0, 0.1, 0.1], [0.0, -0.1, 0.1], [0.0, -0.1, 0.1]],
  "lowdin_spin": [4.15, 0.00, 0.00, 0.00, 0.00, 0.00, 0.00, 0.01, 0.01, 0.01, 0.00, 0.00, 0.00, 0.00, 0.02, 0.00, 0.01, -0.01, 0.01, 0.00, 0.00, 0.00, 0.00, 0.00, 0.01, 0.00, 0.00, 0.00, 0.00, 0.00, 0.00, 0.00, 0.00, 0.00, 0.00, 0.00, 0.00, 0.00, 0.00, 0.00, 0.00, 0.00, 0.00, 0.01, 0.05, 0.00, 0.00, 0.00, 0.00, 0.00, 0.02, 0.00, 0.01, -0.03, 0.01, 0.00, 0.00, 0.00, 0.00, 0.00, 0.00, 0.00, 0.00, 0.00, 0.00, 0.00, 0.00, 0.00, 0.00, 0.00, 0.00, 0.00, 0.00, -0.01, -0.03, 0.00, -0.17, -0.02, -0.01, 0.01, -0.04, -0.01, 0.00, 0.00, 0.00, 0.00, 0.00, 0.00, 0.00, 0.00, 0.00, 0.00, 0.00, 0.00, 0.00, 0.00, 0.01, 0.00, 0.00, 0.00, 0.00, 0.00, 0.00, 0.00],
  "homo_lumo_gap_ev": [4.2, 5.7],
  "total_charge": 3,
  "multiplicity": 5
}

{
  "formula": "C6H6ClN3",
  "method": "ωB97M-V with the def2-TZVPD basis set",
  "symbols": ["C", "C", "C", "C", "C", "C", "N", "N", "N", "Cl", "H", "H", "H", "H", "H", "H"],
  "xyz": [[-1.732169, 0.359441, 0.202765], [-2.062192, -0.929774, 0.630697], [-0.595696, 1.056564, -0.256082], [0.097053, -1.796283, 0.642501], [1.173509, -1.204045, 0.321510], [1.489650, 1.927309, -1.252924], [1.505886, 0.069798, 0.049892], [-1.159248, -1.871362, 0.937999], [0.687738, 0.991941, -0.361065], [2.540929, -2.368681, 0.254520], [-2.623724, 1.063890, 0.309047], [-3.013763, -1.105542, 0.924701], [2.277411, 1.315700, -1.759634], [0.876368, 2.528736, -1.972465], [2.049654, 2.445596, -0.413207], [-1.511407, -2.483288, 1.741745]],
  "atomic_forces_ev_per_a": [[-1.0, 1.3, 0.0], [2.5, 2.8, -0.9], [-1.5, -1.1, 0.3], [-1.6, -2.1, 1.1], [2.1, 2.1, -0.6], [0.8, 0.2, 1.5], [2.4, -1.7, 0.4], [-1.8, -1.3, 1.7], [-0.4, -0.1, -1.8], [0.3, 0.5, -0.1], [1.1, -1.0, -0.4], [-2.8, -0.6, 0.9], [-1.1, 0.4, 0.3], [0.5, -0.4, 1.1], [-0.5, 0.4, -1.6], [1.0, 0.6, -1.8]],
  "lowdin_charge": [-0.10, -0.14, 0.05, -0.11, -0.72, 0.00, 0.00, 0.00, -0.24, 0.59, 0.11, 0.07, 0.09, 0.10, 0.10, 0.20],
  "homo_lumo_gap_ev": [7.2, 6.8],
  "total_charge": 0
}

Number 1: DFT total energy -5096.44178 Eh. Number 2: DFT total energy -856.39607 Eh.